*w*
The following is a DFT calculation (wB97M-V/def2-TZVPD) of a 2-piece molecular cluster, C4H10OS overall.

Geometry as XYZ:
```
16
Properties=species:S:1:pos:R:3:mulliken_charge:R:1
C -1.155 -0.936 0.072 -0.534
C -1.296 -1.512 1.441 -0.259
C 0.069 -1.905 1.975 -0.576
S 1.131 -0.588 1.338 -0.186
C 0.000 0.000 0.000 -0.534
H -2.088 -0.431 -0.245 0.293
H -0.941 -1.738 -0.661 0.259
H -1.956 -2.401 1.444 0.310
H -1.681 -0.805 2.201 -0.027
H 0.436 -2.919 1.728 0.327
H 0.067 -1.807 3.078 0.313
H -0.317 1.028 0.261 0.278
H 0.448 0.033 -1.012 0.330
O -3.823 0.941 4.105 -0.647
H -2.945 1.099 3.690 0.326
H -4.271 0.304 3.504 0.325
```

The LUMO energy is 0.58 eV. The structure (SMILES) is C1CCSC1.O. The calculation puts the frontier orbital gap at 9.14 eV. For the HOMO energy, the calculation gives -8.6 eV.


*x*
The following is a DFT calculation (wB97M-V/def2-TZVPD) of one molecule with the formula C4H10OS.

Geometry as XYZ:
```
16
Properties=species:S:1:pos:R:3:mulliken_charge:R:1
C 0.953 0.917 -0.997 -1.133
C 0.211 -0.035 -0.014 0.897
C 0.401 -0.052 1.647 -1.144
S 0.485 -1.812 -0.434 -0.297
C -1.229 0.143 -0.414 -0.744
O -2.230 -0.834 -0.090 -0.551
H 1.398 0.293 -2.023 0.278
H 1.982 1.273 -0.290 0.294
H 0.251 1.917 -1.258 0.328
H -0.224 -0.791 2.045 0.435
H 1.485 -0.646 1.973 0.250
H 0.233 1.016 1.937 0.341
H 1.976 -2.258 -0.286 0.144
H -1.426 1.060 0.138 0.278
H -0.989 0.381 -1.587 0.278
H -3.276 -0.571 -0.349 0.348
```

The LUMO energy is 0.50 eV. The structure (SMILES) is CC(C)(S)CO. The calculation puts the frontier orbital gap at 9.20 eV. For the HOMO energy, the calculation gives -8.7 eV.


*y*
The following is a DFT calculation (wB97M-V/def2-TZVPD) of one molecule with the formula C4H10OS.

Geometry as XYZ:
```
16
Properties=species:S:1:pos:R:3:mulliken_charge:R:1
C -0.637 -1.242 -0.226 -1.638
C 0.194 0.018 -0.030 1.511
C 0.245 0.233 1.486 -1.502
C -0.506 1.156 -0.806 -1.551
O 1.587 -0.189 -0.381 -0.355
S 1.924 -0.599 -1.943 -0.142
H -0.467 -1.438 -1.264 0.469
H -0.246 -1.968 0.346 0.493
H -1.632 -1.134 0.202 0.370
H 0.415 1.402 1.722 0.312
H 1.152 -0.266 2.013 0.322
H -0.625 -0.043 2.090 0.336
H 0.240 2.052 -1.045 0.304
H -0.871 0.825 -1.771 0.381
H -1.142 1.637 -0.227 0.526
H 3.219 -0.026 -1.799 0.163
```

The LUMO energy is 0.84 eV. The structure (SMILES) is CC(C)(C)OS. The calculation puts the frontier orbital gap at 9.37 eV. For the HOMO energy, the calculation gives -8.5 eV.


Stability summary - winner: *w*; margin: 194.9 kJ/mol.


*w*
The following is a DFT calculation (wB97M-V/def2-TZVPD) of a 2-piece molecular cluster, C6H12N2 overall.

Geometry as XYZ:
```
20
Properties=species:S:1:pos:R:3:mulliken_charge:R:1
C -2.006 -1.034 -1.361 -1.078
C -1.342 -0.094 -0.398 0.963
C -1.275 -0.164 0.957 -0.873
N -0.592 0.956 1.347 0.028
C -0.262 1.639 0.224 -0.333
N -0.713 1.043 -0.840 -0.593
H -2.235 -1.972 -0.865 0.309
H -1.361 -1.144 -2.223 0.284
H -2.965 -0.610 -1.661 0.264
H -1.692 -0.883 1.642 0.384
H -0.301 1.145 2.293 0.184
H 0.227 2.598 0.275 0.449
C 2.360 -1.370 0.504 -0.740
C 2.740 -0.143 -0.336 -0.782
H 1.428 -1.229 1.054 0.170
H 2.298 -2.239 -0.146 0.244
H 3.159 -1.610 1.207 0.326
H 3.737 -0.266 -0.754 0.356
H 2.654 0.773 0.243 0.201
H 2.038 -0.065 -1.171 0.236
```

The LUMO energy is 0.88 eV. The structure (SMILES) is Cc1c[nH]cn1.CC. The calculation puts the frontier orbital gap at 9.52 eV. For the HOMO energy, the calculation gives -8.6 eV.


*x*
The following is a DFT calculation (wB97M-V/def2-TZVPD) of one molecule with the formula C6H12N2.

Geometry as XYZ:
```
20
Properties=species:S:1:pos:R:3:mulliken_charge:R:1
C -1.476 1.581 0.373 -1.626
N -1.310 -0.643 -1.612 -0.686
C -0.080 0.004 -1.221 0.378
C -0.195 0.900 -0.020 -0.139
H -2.042 0.033 -1.789 0.207
H -1.168 -1.222 -2.431 0.230
H 0.488 0.421 -2.057 0.414
H 0.693 1.514 0.111 0.411
H -2.335 0.909 0.317 0.379
H -1.399 1.933 1.407 0.411
H -1.686 2.453 -0.259 0.362
C 0.139 -0.608 1.040 -0.291
C 2.046 -1.106 -0.623 -0.478
C 0.878 -0.648 2.179 -0.874
N 0.763 -1.023 -0.487 -0.068
H -0.850 -1.058 1.054 0.244
H 2.580 -0.540 -1.381 0.250
H 2.642 -1.685 0.073 0.369
H 0.417 -0.948 3.110 0.250
H 1.892 -0.269 2.215 0.257
```

The LUMO energy (spin up / spin down) is 0.47 / 0.47 eV. The calculation puts the frontier orbital gap (spin up / spin down) at 6.96 / 6.96 eV. For the HOMO energy (spin up / spin down), the calculation gives -6.5 / -6.5 eV.


*y*
The following is a DFT calculation (wB97M-V/def2-TZVPD) of a 2-piece molecular cluster, C6H12N2 overall.

Geometry as XYZ:
```
20
Properties=species:S:1:pos:R:3:mulliken_charge:R:1
C 2.266 -0.109 0.793 -0.875
C 0.507 1.296 -1.050 -1.325
N 1.238 -0.703 -0.021 -0.421
H 1.641 -1.022 -0.903 0.256
H 2.998 -0.870 1.095 0.320
H 1.821 0.326 1.690 0.308
H 2.851 0.680 0.286 0.317
H 0.742 1.832 -0.144 0.394
H -0.301 1.631 -1.852 0.394
H 1.379 1.140 -1.673 0.379
C -1.915 -1.206 0.973 -1.194
C -1.365 0.103 0.473 0.556
N -1.503 1.250 0.989 -0.647
C -0.598 -0.060 -0.788 0.526
C -0.960 -0.236 -2.019 -0.557
H -2.058 1.209 1.845 0.263
H -1.084 -1.901 1.100 0.282
H -2.439 -1.079 1.921 0.413
H -2.598 -1.625 0.231 0.289
H -0.622 -0.658 -2.945 0.323
```

The LUMO energy (spin up / spin down) is -0.42 / 0.35 eV. The calculation puts the frontier orbital gap (spin up / spin down) at 6.82 / 8.89 eV. For the HOMO energy (spin up / spin down), the calculation gives -7.2 / -8.5 eV.


Stability summary - winner: *w*; margin: 430.3 kJ/mol.


*w*
The following is a DFT calculation (wB97M-V/def2-TZVPD) of one molecule with the formula C6H12N2.

Geometry as XYZ:
```
20
Properties=species:S:1:pos:R:3:mulliken_charge:R:1
H 2.816 0.087 -0.108 0.247
N 1.876 -0.035 0.268 -0.609
C 0.959 0.146 -0.583 0.281
C 1.186 0.650 -1.991 -1.331
C -0.475 0.043 -0.182 1.218
N -1.408 -0.501 -1.197 -0.677
C -0.998 1.122 0.713 -1.175
C -0.961 -0.438 1.148 -0.138
C -0.102 -1.042 2.217 -1.313
H 0.716 1.620 -2.127 0.315
H 2.249 0.748 -2.188 0.426
H 0.771 -0.039 -2.721 0.301
H -1.138 -1.417 -1.541 0.239
H -1.540 0.140 -1.979 0.260
H -0.286 1.857 1.059 0.316
H -2.004 1.482 0.550 0.312
H -1.986 -0.810 1.153 0.411
H 0.955 -0.929 2.010 0.330
H -0.322 -0.568 3.189 0.284
H -0.310 -2.115 2.309 0.304
```

The LUMO energy is 0.95 eV. The structure (SMILES) is [H]/N=C(\C)[C@]1(N)C[C@@H]1C. The calculation puts the frontier orbital gap at 9.80 eV. For the HOMO energy, the calculation gives -8.8 eV.


*x*
The following is a DFT calculation (wB97M-V/def2-TZVPD) of a 2-piece molecular cluster, C6H12N2 overall.

Geometry as XYZ:
```
20
Properties=species:S:1:pos:R:3:mulliken_charge:R:1
C 0.194 1.151 -2.815 -0.973
C -0.217 1.449 -1.397 0.653
C -1.470 1.717 -0.917 -0.584
N -1.277 1.969 0.430 -0.052
C 0.063 1.865 0.660 -0.355
N 0.713 1.462 -0.407 -0.551
H 0.648 1.997 -3.330 0.248
H -0.689 0.927 -3.410 0.295
H 0.856 0.294 -2.710 0.271
H -2.387 1.666 -1.474 0.400
H -1.942 2.352 1.086 0.195
H 0.457 1.885 1.661 0.449
C 0.185 -1.770 1.309 -0.574
C 1.076 -2.875 1.866 -0.925
H -0.842 -1.877 1.673 0.330
H 0.550 -0.793 1.605 0.082
H 0.030 -1.911 0.238 0.275
H 1.504 -3.541 1.104 0.258
H 2.018 -2.484 2.249 0.307
H 0.529 -3.484 2.580 0.250
```

The LUMO energy is 0.89 eV. The structure (SMILES) is Cc1c[nH]cn1.CC. The calculation puts the frontier orbital gap at 9.48 eV. For the HOMO energy, the calculation gives -8.6 eV.


Stability summary - winner: *x*; margin: 99.0 kJ/mol.


*w*
The following is a DFT calculation (wB97M-V/def2-TZVPD) of a 2-piece molecular cluster, C6H12N2 overall.

Geometry as XYZ:
```
20
Properties=species:S:1:pos:R:3:mulliken_charge:R:1
C 1.494 1.397 2.383 -1.083
C 1.128 1.178 0.962 0.922
C 1.702 0.281 0.106 -0.764
N 1.159 0.545 -1.123 0.012
C 0.202 1.497 -0.968 -0.352
N 0.242 1.968 0.270 -0.642
H 2.343 2.106 2.400 0.236
H 1.774 0.474 2.874 0.327
H 0.662 1.889 2.885 0.316
H 2.245 -0.603 0.397 0.362
H 1.260 0.052 -1.990 0.190
H -0.319 2.009 -1.760 0.457
C -2.100 -1.246 -1.394 -0.635
C -1.428 -2.112 -0.259 -0.587
H -2.214 -1.787 -2.319 0.329
H -2.918 -0.657 -1.008 0.295
H -1.411 -0.411 -1.624 0.035
H -0.541 -1.549 0.051 0.005
H -1.959 -1.890 0.676 0.256
H -1.322 -3.143 -0.560 0.321
```

The LUMO energy is 0.92 eV. The structure (SMILES) is Cc1c[nH]cn1.CC. The calculation puts the frontier orbital gap at 9.50 eV. For the HOMO energy, the calculation gives -8.6 eV.


*x*
The following is a DFT calculation (wB97M-V/def2-TZVPD) of one molecule with the formula C6H12N2.

Geometry as XYZ:
```
20
Properties=species:S:1:pos:R:3:mulliken_charge:R:1
C 2.096 -0.649 -0.905 -1.337
C 1.152 -0.233 0.271 0.478
C -0.171 -1.078 0.446 -1.158
C -1.187 -0.057 0.177 0.621
N -1.301 0.279 -1.225 -0.748
C -1.877 1.184 0.936 -0.623
C -0.425 0.990 0.991 -0.229
N 0.742 1.174 0.198 -0.687
H 1.664 -0.806 -1.898 0.243
H 2.992 -0.001 -1.015 0.356
H 2.430 -1.645 -0.530 0.366
H 1.817 -0.253 1.198 0.265
H -0.308 -1.897 -0.230 0.477
H -0.334 -1.496 1.425 0.314
H -2.169 -0.103 -1.631 0.265
H -0.642 -0.294 -1.723 0.155
H -2.223 1.094 1.993 0.238
H -2.379 1.841 0.228 0.318
H -0.157 0.549 1.966 0.266
H 0.281 1.401 -0.673 0.420
```

The LUMO energy is 1.00 eV. The structure (SMILES) is C[C@@H]1C[C@]2(N)C[C@@H]2N1. The calculation puts the frontier orbital gap at 8.61 eV. For the HOMO energy, the calculation gives -7.6 eV.


*y*
The following is a DFT calculation (wB97M-V/def2-TZVPD) of a 2-piece molecular cluster, C6H12N2 overall.

Geometry as XYZ:
```
20
Properties=species:S:1:pos:R:3:mulliken_charge:R:1
C -2.120 3.132 -0.245 -0.616
C -2.218 2.721 1.011 -0.011
N -1.339 1.814 1.598 -0.413
C -1.199 0.657 1.126 -0.412
H -1.307 2.786 -0.871 0.220
H -2.807 3.859 -0.653 0.257
H -2.906 3.162 1.725 0.326
H -0.411 -0.020 1.428 0.300
H -1.912 0.288 0.376 0.340
C 1.945 -3.516 0.047 -0.260
N 1.695 -2.652 -0.826 -0.467
C 0.995 -1.434 -0.397 -0.217
C 1.488 -0.234 -1.184 -0.923
H 1.716 -3.401 1.114 0.228
H 2.438 -4.442 -0.243 0.260
H -0.075 -1.608 -0.501 0.268
H 1.224 -1.292 0.668 0.318
H 0.901 0.641 -0.911 0.187
H 2.547 -0.061 -1.010 0.311
H 1.344 -0.402 -2.251 0.305
```

The LUMO energy is 0.91 eV. The structure (SMILES) is C=CN=C.C=NCC. The calculation puts the frontier orbital gap at 10.02 eV. For the HOMO energy, the calculation gives -9.1 eV.


Stability summary - winner: *w*; margin: 171.3 kJ/mol.